Below is a cluster of 2 separate species, C5H11O2 in total in a non-equilibrium geometry, with properties calculated with wB97M-V/def2-TZVPD.

Properties
Net charge: -1
E_HOMO: -0.1432 Ha
Molecular weight: 103.14 g/mol
Total energy: -347.627706 a.u.
Relative energy (zero: lowest compared OMol25 entry of this formula, charge and spin): 0.5975 eV
Gap between HOMO and LUMO: 7.8476 eV
Max |F|: 2.16 eV Å⁻¹

Last column: natural (NBO) charge in e.
Element x y z (Å)
C  -0.3647  -1.6574  -0.2340  -0.42
C  -1.1592  -1.7307  1.0359  -0.65
C  -0.2267  -2.9407  -1.0793  -0.61
H  -0.8413  -0.9024  -0.8729  0.22
H  0.5941  -1.1348  -0.1800  0.23
H  -2.2327  -1.8672  0.8493  0.19
H  0.6736  -2.7859  -1.6794  0.20
H  0.0084  -3.8086  -0.4571  0.18
H  -1.2788  -0.7044  1.4201  0.27
H  -0.7140  -2.2348  1.8943  0.19
H  -1.0912  -3.1535  -1.7009  0.19
C  0.8497  2.6619  -0.9334  -0.75
C  0.4605  1.7354  0.2328  0.76
O  1.3617  1.3862  1.0287  -0.79
O  -0.7377  1.3424  0.2534  -0.81
H  1.7612  3.1694  -0.6268  0.21
H  -0.0506  3.2000  -1.2286  0.21
H  1.0733  2.0872  -1.8295  0.20

Atoms 1-6, force components in eV/Å:
-0.20 0.47 -1.50
-0.59 1.95 0.71
0.93 0.40 0.77
-0.39 -0.20 0.11
0.21 -0.50 0.90
0.21 -1.20 0.06